[1]
One molecule with the formula C6H10O2. Source: the Open Molecules 2025 dataset; level of theory: wB97M-V/def2-TZVPD.

Bonds (Å) are listed after each position.
Cartesian coordinates (Å):
1 C -1.180 -0.833 -1.626  C5 1.481, H10 1.094, H11 1.092, H12 1.088
2 C -0.095 1.819 -0.173  C6 1.510, H13 1.092, H14 1.090, H15 1.090
3 C 1.817 0.292 0.545  C6 1.514, H16 1.090, H17 1.091, H18 1.090
4 C -0.514 -0.919 0.997  C5 1.463, C6 1.801, O7 1.361, O8 1.269
5 C -0.318 -0.680 -0.432  C1 1.481, C4 1.463, C6 1.418
6 C 0.357 0.418 0.162  C2 1.510, C3 1.514, C4 1.801, C5 1.418
7 O 0.251 -1.651 1.852  C4 1.361, H9 0.969
8 O -1.783 -0.904 1.038  C4 1.269
9 H -0.328 -2.312 2.260  O7 0.969
10 H -0.531 -0.943 -2.500  C1 1.094
11 H -1.815 0.038 -1.803  C1 1.092
12 H -1.856 -1.674 -1.485  C1 1.088
13 H 0.056 2.031 -1.234  C2 1.092
14 H 0.485 2.569 0.365  C2 1.090
15 H -1.149 1.948 0.072  C2 1.090
16 H 1.936 0.457 1.615  C3 1.090
17 H 2.429 1.032 0.028  C3 1.091
18 H 2.240 -0.687 0.321  C3 1.090

Summary:
Gap between HOMO and LUMO   8.55 eV
Calculated total energy   -384.9748 hartree
HOMO level   -8.3383 eV
LUMO level   0.21 eV
Energy above the lowest of the compared OMol25 structures with the same formula, charge and spin   80.0 kcal/mol

***

[2]
One molecule with the formula C8H9NOS. Source: the Open Molecules 2025 dataset; level of theory: wB97M-V/def2-TZVPD.

Bonds (Å) are listed after each position.
Cartesian coordinates (Å):
1 C 2.588 3.485 -0.582  C2 1.369, N9 1.348, H12 1.132
2 C 1.868 3.461 -1.746  C1 1.369, O10 1.308, H13 1.128
3 C 1.748 1.582 -0.704  C4 1.461, N9 1.284, O10 1.392
4 C 1.251 0.211 -0.611  C3 1.461, S11 1.653
5 C -0.833 -0.873 1.176  C6 1.417, C8 1.457
6 C -0.353 -1.795 0.213  C5 1.417, C7 1.512, H14 1.143, H15 1.182
7 C 1.098 -2.020 0.569  C6 1.512, S11 1.735, H16 1.037, H17 1.112
8 C -1.813 0.087 0.686  C5 1.457, H18 1.098, H19 1.190, H20 1.051
9 N 2.485 2.305 0.060  C1 1.348, C3 1.284
10 O 1.300 2.285 -1.818  C2 1.308, C3 1.392
11 S 2.103 -0.605 0.547  C4 1.653, C7 1.735
12 H 3.019 4.413 -0.096  C1 1.132
13 H 1.681 4.251 -2.529  C2 1.128
14 H -1.085 -2.642 0.447  C6 1.143
15 H -0.428 -1.427 -0.908  C6 1.182
16 H 1.149 -2.609 1.421  C7 1.037
17 H 1.416 -2.722 -0.232  C7 1.112
18 H -2.338 -0.260 -0.214  C8 1.098
19 H -1.078 0.836 0.125  C8 1.190
20 H -2.357 0.530 1.468  C8 1.051

Summary:
Gap between HOMO and LUMO   7.04 eV
Calculated total energy   -838.1539 hartree
HOMO level   -7.8117 eV
LUMO level   -0.78 eV
Energy above the lowest of the compared OMol25 structures with the same formula, charge and spin   182.5 kcal/mol

***

[3]
One molecule with the formula C4H7NO3S. Source: the Open Molecules 2025 dataset; level of theory: wB97M-V/def2-TZVPD.

Bonds (Å) are listed after each position.
Cartesian coordinates (Å):
1 C 0.759 0.315 -1.231  C2 1.530, C4 1.416, O6 1.221
2 C 1.356 1.671 -1.614  C1 1.530, H10 1.038, H11 1.111, H12 1.018
3 C -0.640 -2.065 0.595  S9 1.850, H13 1.120, H14 1.174, H15 1.123
4 C -0.323 0.583 -0.357  C1 1.416, S9 1.736, H16 1.058
5 N -0.637 0.276 2.307  O7 1.164, O8 1.444
6 O 1.226 -0.770 -1.540  C1 1.221
7 O -0.790 0.450 3.447  N5 1.164
8 O -1.903 -0.011 1.675  N5 1.444, S9 1.622
9 S -1.558 -0.516 0.172  C3 1.850, C4 1.736, O8 1.622
10 H 0.503 2.249 -1.749  C2 1.038
11 H 2.080 1.481 -2.435  C2 1.111
12 H 1.934 1.877 -0.801  C2 1.018
13 H -1.330 -2.945 0.666  C3 1.120
14 H -0.047 -2.028 1.608  C3 1.174
15 H -0.003 -2.162 -0.325  C3 1.123
16 H -0.627 1.594 -0.420  C4 1.058

Summary:
Gap between HOMO and LUMO   7.15 eV
Calculated total energy   -835.0607 hartree
HOMO level   -7.9295 eV
LUMO level   -0.78 eV
Energy above the lowest of the compared OMol25 structures with the same formula, charge and spin   126.7 kcal/mol